Entry 1:
C35H34IN5O2S2W as an isolated structure at a distorted geometry. Source: the OMol25 dataset; level of theory: ωB97M-V with the def2-TZVPD basis set.

Properties
E_LUMO = -7.0681 eV
Calculated total energy = -79977.6661 eV
Frontier orbital gap = 6.129 eV
Molar mass = 931.57 g/mol
Energy relative to the best compared isomer or geometry (same formula, charge and spin) = 0.00 kJ/mol

Structure (ORCA input):
```
! wB97M-V def2-TZVPD RIJCOSX def2/J DEFGRID3
* xyz 2 1
W 0.06 0.00 -0.21
C 1.62 3.77 1.25
C 1.67 2.30 1.01
O 0.57 1.74 0.65
C 2.83 1.57 1.22
C 2.87 0.18 1.20
C 4.09 -0.51 1.73
N 1.83 -0.57 0.77
N 1.99 -1.91 1.02
C 0.84 -2.48 0.96
O -0.22 -1.71 0.72
C 0.64 -3.92 1.10
C 1.71 -4.75 1.41
C 1.52 -6.12 1.52
C 0.25 -6.65 1.33
C -0.82 -5.83 1.02
C -0.64 -4.46 0.91
H 0.66 4.17 0.92
H 2.43 4.27 0.73
H 1.74 3.97 2.32
H 3.70 2.09 1.57
H 4.84 0.22 2.02
H 4.49 -1.19 0.98
H 3.82 -1.13 2.59
H 2.69 -4.32 1.57
H 2.35 -6.76 1.77
H 0.10 -7.72 1.42
H -1.81 -6.25 0.88
H -1.47 -3.81 0.69
S 2.05 0.59 -1.76
C 1.58 1.46 -3.13
N 2.42 1.84 -4.06
C 1.99 2.73 -5.14
C 0.61 2.33 -5.59
N -0.28 2.28 -4.43
C -1.67 2.73 -4.69
C -1.71 4.21 -4.92
C -1.36 5.08 -3.89
C -1.38 6.45 -4.10
C -1.76 6.96 -5.34
C -2.13 6.10 -6.36
C -2.10 4.72 -6.15
C 0.13 1.86 -3.27
S -0.85 1.78 -1.90
C 3.86 1.49 -4.05
C 4.19 0.65 -5.26
C 3.63 -0.61 -5.39
C 3.92 -1.39 -6.50
C 4.78 -0.91 -7.48
C 5.35 0.35 -7.35
C 5.05 1.13 -6.24
H 2.70 2.63 -5.95
H 2.00 3.76 -4.77
H 0.62 1.34 -6.07
H 0.21 3.06 -6.29
H -2.29 2.41 -3.85
H -2.00 2.19 -5.58
H -1.08 4.69 -2.92
H -1.11 7.13 -3.30
H -1.79 8.03 -5.50
H -2.44 6.49 -7.32
H -2.39 4.05 -6.95
H 4.08 0.97 -3.12
H 4.41 2.43 -4.06
H 2.97 -1.00 -4.61
H 3.49 -2.38 -6.59
H 5.01 -1.52 -8.34
H 6.02 0.72 -8.10
H 5.51 2.11 -6.13
I -2.25 0.73 0.93
C -1.32 -1.01 -1.44
C -2.48 -1.56 -1.96
C -2.27 -2.57 -2.89
C -0.97 -2.98 -3.24
C 0.12 -2.37 -2.67
N -0.14 -1.39 -1.80
H -3.46 -1.24 -1.65
H -3.11 -3.07 -3.34
H -0.83 -3.79 -3.94
H 1.15 -2.64 -2.86
*
```



Entry 2:
A 2-piece molecular cluster, C35H34N3O2 overall at a distorted geometry. Source: the OMol25 dataset; level of theory: ωB97M-V with the def2-TZVPD basis set.

Properties
E_LUMO = -4.9104 eV
Calculated total energy = -45401.3682 eV
Frontier orbital gap = 4.472 eV
Molar mass = 528.68 g/mol
Energy relative to the best compared isomer or geometry (same formula, charge and spin) = 157.80 kJ/mol

Structure (ORCA input):
```
! wB97M-V def2-TZVPD RIJCOSX def2/J DEFGRID3
* xyz 1 1
O 6.18 1.70 1.59
N 5.51 1.02 2.41
O 5.97 0.03 3.02
C 4.15 1.39 2.60
C 3.27 0.51 3.26
C 1.93 0.56 2.94
C 1.44 1.41 1.88
C 0.17 1.16 1.25
C -0.80 0.32 1.86
N -2.08 0.72 2.05
C -2.46 2.11 2.21
C -4.00 2.10 2.34
C -4.46 0.65 2.17
C -3.19 -0.21 2.16
C -0.46 -1.10 2.15
C 0.48 -1.63 1.27
C 0.85 -2.96 1.24
C 0.35 -3.80 2.26
C -0.49 -3.26 3.24
C -0.92 -1.93 3.20
C 2.30 2.48 1.49
C 3.64 2.48 1.86
H 3.68 -0.23 3.95
H 1.26 -0.13 3.43
H -0.13 1.77 0.40
H -2.00 2.53 3.12
H -2.12 2.73 1.37
H -4.29 2.48 3.32
H -4.47 2.75 1.59
H -5.11 0.32 2.98
H -5.00 0.49 1.23
H -3.19 -0.96 1.35
H -3.11 -0.76 3.10
H 0.91 -0.91 0.59
H 1.54 -3.33 0.49
H 0.65 -4.85 2.27
H -0.80 -3.90 4.07
H -1.55 -1.54 3.99
H 1.92 3.27 0.82
H 4.34 3.23 1.51
C 0.27 -3.49 -2.34
C -0.42 -2.20 -2.40
N -1.68 -2.13 -2.89
C -2.43 -3.27 -3.41
C -2.12 -0.81 -2.92
C -1.08 0.00 -2.40
C -1.30 1.37 -2.31
C -2.51 1.90 -2.78
C -3.52 1.08 -3.33
C -3.32 -0.31 -3.43
C 0.02 -0.88 -2.03
C 1.24 -0.50 -1.46
C 2.05 0.60 -1.88
C 1.80 1.33 -3.07
C 2.60 2.41 -3.43
C 3.67 2.80 -2.61
C 4.00 2.03 -1.48
C 3.21 0.94 -1.13
H 1.34 -3.28 -2.20
H -0.05 -4.10 -1.48
H 0.14 -4.08 -3.26
H -3.41 -2.92 -3.74
H -1.89 -3.73 -4.25
H -2.56 -4.04 -2.63
H -0.53 2.00 -1.88
H -2.67 2.98 -2.76
H -4.46 1.52 -3.66
H -4.04 -0.98 -3.90
H 1.79 -1.26 -0.90
H 0.95 1.04 -3.69
H 2.38 2.95 -4.35
H 4.29 3.66 -2.88
H 4.87 2.28 -0.87
H 3.45 0.34 -0.25
*
```



Entry 3:
A 5-piece molecular cluster, C35H35Br2IN4OP overall at a distorted geometry. Source: the OMol25 dataset; level of theory: ωB97M-V with the def2-TZVPD basis set.

Properties
E_LUMO = -3.8461 eV
Calculated total energy = -202335.3824 eV
Frontier orbital gap = 6.663 eV
Molar mass = 845.38 g/mol

Structure (ORCA input):
```
! wB97M-V def2-TZVPD RIJCOSX def2/J DEFGRID3
* xyz 1 1
C -1.49 -5.52 -0.73
C -2.43 -4.87 -1.79
Br -2.24 -5.47 -3.64
C -3.35 -3.91 -1.47
Br -4.51 -3.09 -2.83
C -3.48 -3.51 0.01
C -4.58 -4.12 0.74
C -5.68 -5.07 0.28
C -5.35 -6.22 -0.53
C -6.32 -7.21 -1.03
C -7.71 -6.87 -0.65
C -7.89 -5.65 0.14
N -6.97 -4.78 0.61
N -4.35 -3.56 2.04
P -5.40 -4.00 3.39
O -5.22 -5.46 3.64
C -3.26 -2.72 2.05
I -2.46 -1.64 3.74
N -2.69 -2.67 0.80
N -1.59 -1.96 0.37
H -1.92 -5.56 0.30
H -0.55 -4.90 -0.66
H -1.21 -6.57 -1.02
H -4.27 -6.40 -0.77
H -6.05 -8.09 -1.65
H -8.57 -7.53 -0.96
H -8.95 -5.40 0.38
H -5.03 -3.25 4.54
H -6.74 -3.71 3.04
H -1.67 -1.73 -0.62
H -1.51 -1.06 0.87
C -2.06 2.52 3.41
C -1.31 1.72 4.26
C -0.44 2.29 5.18
C -0.34 3.68 5.26
C -1.09 4.48 4.42
C -1.95 3.90 3.49
H -2.73 2.07 2.69
H -1.39 0.64 4.20
H 0.15 1.66 5.84
H 0.33 4.13 5.98
H -1.01 5.56 4.48
H -2.54 4.53 2.83
C 0.02 -0.75 -2.79
C 1.36 -0.43 -2.63
C 1.77 0.90 -2.69
C 0.83 1.91 -2.90
C -0.51 1.59 -3.05
C -0.92 0.26 -3.00
H -0.30 -1.79 -2.75
H 2.09 -1.21 -2.46
H 2.82 1.15 -2.58
H 1.15 2.94 -2.94
H -1.24 2.37 -3.21
H -1.97 0.01 -3.13
C 3.76 5.19 1.27
C 2.57 4.60 1.68
C 2.20 3.35 1.18
C 3.03 2.70 0.27
C 4.22 3.29 -0.14
C 4.58 4.54 0.36
H 4.04 6.16 1.66
H 1.93 5.10 2.39
H 1.27 2.89 1.49
H 2.75 1.73 -0.12
H 4.86 2.78 -0.84
H 5.51 5.00 0.04
C 9.77 3.78 -3.28
C 9.21 3.53 -2.03
C 7.94 4.01 -1.73
C 7.23 4.73 -2.67
C 7.79 4.98 -3.92
C 9.06 4.50 -4.23
H 10.76 3.40 -3.52
H 9.77 2.96 -1.30
H 7.51 3.82 -0.75
H 6.24 5.11 -2.44
H 7.23 5.54 -4.66
H 9.49 4.70 -5.20
*
```



Entry 4:
C35H35Cl2N9V as an isolated structure at a distorted geometry. Source: the OMol25 dataset; level of theory: ωB97M-V with the def2-TZVPD basis set.

Properties
E_LUMO (spin up / spin down) = -4.4803 / -4.5028 eV
Calculated total energy = -100998.2081 eV
Frontier orbital gap (spin up / spin down) = 7.451 / 6.839 eV
<S²> = 0.75
Molar mass = 703.58 g/mol
Energy relative to the best compared isomer or geometry (same formula, charge and spin) = 52.76 kJ/mol

Structure (ORCA input):
```
! wB97M-V def2-TZVPD RIJCOSX def2/J DEFGRID3
* xyz 2 2
V -0.11 -0.11 0.43
C -3.19 0.76 0.41
N -1.93 1.16 -0.25
C -2.12 1.15 -1.70
C -0.85 0.90 -2.45
C -0.77 1.20 -3.80
C 0.33 0.76 -4.53
C 1.30 0.03 -3.87
C 1.16 -0.20 -2.52
N 0.12 0.25 -1.79
C -1.55 2.52 0.19
C -1.20 2.49 1.64
C -1.43 3.59 2.46
C -1.18 3.50 3.81
C -0.74 2.29 4.32
C -0.52 1.25 3.44
N -0.72 1.34 2.12
C -3.28 -0.74 0.50
C -4.31 -1.47 -0.07
C -4.35 -2.84 0.15
C -3.38 -3.42 0.94
C -2.37 -2.61 1.44
N -2.29 -1.30 1.21
H -4.06 1.18 -0.10
H -3.18 1.14 1.43
H -2.61 2.07 -2.04
H -2.80 0.32 -1.94
H -1.57 1.75 -4.28
H 0.42 0.98 -5.58
H 2.17 -0.35 -4.39
H 1.92 -0.74 -1.97
H -2.37 3.22 0.02
H -0.70 2.85 -0.41
H -1.82 4.51 2.03
H -1.36 4.34 4.47
H -0.57 2.14 5.38
H -0.21 0.28 3.82
H -5.07 -0.97 -0.65
H -5.14 -3.44 -0.28
H -3.39 -4.48 1.16
H -1.59 -3.05 2.05
C 1.29 -2.78 1.48
N 0.90 -1.47 2.03
C 2.04 -0.78 2.64
C 2.68 0.04 1.56
N 2.02 0.47 0.50
C 2.95 1.26 -0.21
C 2.82 2.04 -1.36
C 3.92 2.74 -1.80
C 5.15 2.68 -1.11
C 5.29 1.95 0.04
C 4.17 1.25 0.47
N 3.96 0.45 1.59
C 0.43 -3.10 0.31
N -0.15 -2.17 -0.42
C -0.79 -2.87 -1.46
C -1.56 -2.43 -2.53
C -2.09 -3.38 -3.38
C -1.86 -4.75 -3.19
C -1.10 -5.20 -2.14
C -0.57 -4.24 -1.29
N 0.21 -4.35 -0.15
H 1.28 -3.57 2.23
H 2.32 -2.69 1.12
H 0.16 -1.61 2.71
H 2.76 -1.47 3.09
H 1.71 -0.10 3.42
H 1.87 2.13 -1.87
H 3.84 3.35 -2.68
H 5.99 3.24 -1.49
H 6.22 1.92 0.58
H 4.63 0.25 2.30
H -1.74 -1.38 -2.71
H -2.68 -3.06 -4.23
H -2.29 -5.46 -3.88
H -0.91 -6.26 -1.98
H 0.58 -5.20 0.23
Cl 2.61 3.20 3.25
C 2.43 4.61 2.18
Cl 1.53 4.20 0.72
H 3.42 4.93 1.90
H 1.90 5.37 2.73
*
```



Entry 5:
C35H35FN5O6S2Tc as an isolated structure. Source: the OMol25 dataset; level of theory: ωB97M-V with the def2-TZVPD basis set.

Properties
E_LUMO (spin up / spin down) = 2.0625 / 2.0616 eV
Calculated total energy = -83186.5357 eV
Frontier orbital gap (spin up / spin down) = 4.319 / 6.728 eV
<S²> = 3.82
Molar mass = 802.83 g/mol
Energy relative to the best compared isomer or geometry (same formula, charge and spin) = 163.38 kJ/mol

Structure (ORCA input):
```
! wB97M-V def2-TZVPD RIJCOSX def2/J DEFGRID3
* xyz -1 4
Tc 0.22 -1.07 0.05
N 8.25 -2.16 1.91
C 6.96 -2.46 1.43
C 6.28 -3.58 1.89
C 5.03 -3.90 1.38
C 4.46 -3.10 0.41
C 5.13 -1.98 -0.06
C 6.37 -1.65 0.45
S 2.85 -3.46 -0.25
O 2.54 -4.82 0.10
O 2.86 -3.06 -1.62
N 1.88 -2.42 0.54
C 1.45 -2.66 1.79
N 0.29 -1.98 1.99
C -0.27 -2.00 3.18
C 0.31 -2.74 4.21
C 1.47 -3.43 3.90
N 2.06 -3.41 2.71
H 8.43 -2.52 2.83
H 8.50 -1.19 1.84
H 6.74 -4.22 2.64
H 4.48 -4.76 1.73
H 4.67 -1.37 -0.83
H 6.91 -0.79 0.08
H -1.19 -1.44 3.30
H -0.13 -2.78 5.19
H 1.96 -4.04 4.66
C -3.14 4.75 -3.47
C -3.80 3.37 -3.46
C -5.30 3.43 -3.20
C -5.58 3.97 -1.80
C -4.76 3.24 -0.77
C -5.19 3.23 0.58
C -4.45 2.52 1.49
F -4.87 2.52 2.79
C -3.32 1.81 1.17
C -2.87 1.80 -0.17
C -1.71 1.09 -0.54
O -1.06 0.42 0.40
C -1.25 1.18 -1.90
C -1.99 1.90 -2.78
N -3.17 2.52 -2.46
C -3.62 2.54 -1.13
C 0.05 0.63 -2.44
O 0.45 1.01 -3.53
O 0.73 -0.16 -1.67
H -3.64 5.41 -4.18
H -2.09 4.67 -3.74
H -3.20 5.21 -2.48
H -3.63 2.89 -4.42
H -5.70 2.42 -3.28
H -5.78 4.04 -3.96
H -6.64 3.87 -1.57
H -5.36 5.05 -1.77
H -6.08 3.76 0.88
H -2.78 1.25 1.93
H -1.66 2.00 -3.80
C -0.88 -2.24 -0.66
C -1.74 -3.14 -1.23
C -1.29 -4.43 -1.66
C -2.17 -5.32 -2.23
C -3.52 -4.99 -2.42
C -3.97 -3.74 -2.01
C -3.12 -2.82 -1.43
H -0.25 -4.69 -1.52
H -1.80 -6.29 -2.55
H -4.20 -5.70 -2.88
H -5.01 -3.47 -2.15
H -3.48 -1.85 -1.12
C 3.62 2.38 2.59
C 3.71 2.10 1.10
S 2.17 1.60 0.28
O 1.70 0.44 1.11
C 1.07 3.00 0.70
C 0.34 2.87 2.03
H 4.62 2.49 3.01
H 3.13 1.55 3.09
H 3.07 3.29 2.79
H 4.36 1.24 0.90
H 4.10 2.95 0.53
H 0.34 3.01 -0.12
H 1.67 3.91 0.62
H -0.11 1.88 2.09
H -0.46 3.60 2.07
H 1.01 3.01 2.88
*
```



Entry 6:
C35H35GeN3O11P2SiTc as an isolated structure at a distorted geometry. Source: the OMol25 dataset; level of theory: ωB97M-V with the def2-TZVPD basis set.

Properties
E_LUMO (spin up / spin down) = -1.7985 / -1.8022 eV
Calculated total energy = -149034.1069 eV
Frontier orbital gap (spin up / spin down) = 2.792 / 2.792 eV
Molar mass = 934.32 g/mol
Energy relative to the best compared isomer or geometry (same formula, charge and spin) = 371.96 kJ/mol

Structure (ORCA input):
```
! wB97M-V def2-TZVPD RIJCOSX def2/J DEFGRID3
* xyz -1 1
Tc -0.79 -0.09 -0.83
O -1.93 6.80 -4.98
C -2.55 5.78 -5.23
O -3.27 5.40 -6.14
C -2.36 4.68 -4.05
C -2.18 5.12 -2.75
C -1.96 4.16 -1.77
N -1.89 2.88 -2.07
C -2.10 2.47 -3.29
C -2.35 3.34 -4.35
C -2.08 0.93 -3.59
O -2.30 0.61 -4.75
O -1.84 0.22 -2.62
H -2.20 6.17 -2.50
H -1.85 4.42 -0.73
H -2.52 2.95 -5.34
O -3.94 -2.67 1.14
P -2.96 -1.44 0.89
O -2.07 -1.24 2.06
O -2.31 -1.63 -0.47
O -3.99 -0.21 0.75
P -3.36 1.32 0.83
O -2.95 1.40 2.37
O -4.34 2.32 0.43
O -2.04 1.25 0.06
H -4.44 -2.86 0.34
H -2.49 0.57 2.60
C 0.90 3.13 0.08
C 1.50 2.26 -0.98
C 2.72 2.56 -1.56
C 3.28 1.70 -2.50
C 2.62 0.54 -2.86
C 1.40 0.27 -2.23
N 0.86 1.15 -1.34
N 0.63 -0.81 -2.25
Si 0.49 -1.90 -3.61
C -1.21 -2.73 -3.55
C 1.89 -3.19 -3.38
C 0.77 -0.92 -5.24
H 1.55 3.14 0.94
H -0.08 2.74 0.37
H 0.79 4.15 -0.29
H 3.24 3.46 -1.26
H 4.24 1.93 -2.94
H 3.04 -0.17 -3.55
H -1.54 -2.81 -2.52
H -1.22 -3.72 -4.00
H -1.93 -2.11 -4.08
H 1.65 -3.88 -2.58
H 2.84 -2.72 -3.12
H 2.04 -3.77 -4.28
H 0.38 0.09 -5.14
H 0.23 -1.39 -6.06
H 1.82 -0.86 -5.53
C 0.05 -0.64 0.69
Ge 0.56 -1.11 2.48
C 2.54 -0.80 2.46
C 3.28 -1.34 1.41
C 4.65 -1.23 1.39
C 5.31 -0.55 2.40
C 4.58 0.01 3.44
C 3.21 -0.12 3.46
C -0.22 0.06 3.87
C -1.05 -0.49 4.84
C -1.58 0.31 5.84
C -1.28 1.66 5.87
C -0.47 2.22 4.90
C 0.06 1.42 3.90
C 0.25 -3.05 2.75
C -0.27 -3.79 1.70
C -0.55 -5.13 1.86
C -0.31 -5.75 3.08
C 0.22 -5.02 4.13
C 0.51 -3.68 3.96
H 2.75 -1.85 0.61
H 5.22 -1.67 0.58
H 6.39 -0.47 2.39
H 5.09 0.54 4.23
H 2.63 0.31 4.27
H -1.30 -1.53 4.78
H -2.23 -0.12 6.58
H -1.69 2.29 6.66
H -0.24 3.27 4.92
H 0.69 1.85 3.13
H -0.47 -3.29 0.75
H -0.96 -5.70 1.04
H -0.54 -6.80 3.21
H 0.42 -5.50 5.07
H 0.94 -3.10 4.77
*
```